No. 1
Here is a cluster of 13 separate species, C5H36N2O13 in total at a distorted geometry from OMol25. Energies are from ωB97M-V/def2-TZVPD.

The lowest unoccupied orbital energy comes out at -6.4 eV. The calculation puts the HOMO-LUMO gap at 8.903 eV. As for the energy relative to the best compared isomer or geometry (same formula, charge and spin): 4.953 eV. Its spin multiplicity is 1. The calculation puts the total energy at -35348.353 eV. The charge is +2.

The geometry in XYZ format:
```
56
Properties=species:S:1:pos:R:3:nbo_charge:R:1
O -2.96244 -0.62412 0.38361 -0.47
C -2.17625 -0.81692 -0.43838 0.47
C -0.92094 -1.87003 -0.13709 -0.16
C 0.40253 -1.07400 -0.51248 -0.44
C 0.44742 -0.37567 -1.83367 -0.33
C 2.83201 0.15966 -1.60758 0.15
N 1.57803 0.52574 -1.75040 -0.46
N -0.83141 -1.94101 1.31549 -0.71
H -2.01271 -0.59357 -1.47231 0.14
H -1.15740 -2.68094 -0.66581 0.26
H 0.50887 -0.41025 0.35006 0.22
H 1.24296 -1.89015 -0.54558 0.25
H -0.37055 0.33607 -2.10696 0.23
H 0.25582 -1.04573 -2.72884 0.30
H 3.63433 0.88727 -1.49939 0.24
H 3.09265 -0.89592 -1.60651 0.22
H 1.50616 1.59803 -1.41746 0.49
H -0.26551 -1.28618 1.83035 0.47
H -0.43624 -2.81704 1.57354 0.45
H -1.78557 -1.96023 1.79122 0.46
H 1.75028 0.43684 3.27332 0.48
H 2.89602 -0.48572 3.69678 0.49
O 2.37504 -0.20825 2.96247 -0.97
H -1.92401 2.57776 1.81078 0.51
H -0.42031 2.26372 1.78458 0.47
O -1.19046 2.39192 2.47288 -1.00
H -0.88886 4.65201 -2.72853 0.49
H -1.42314 4.88579 -1.44737 0.48
O -0.93397 4.23284 -1.88458 -0.95
H -0.24548 -0.13086 3.86993 0.47
H -1.15070 0.60416 3.04658 0.52
O -0.89966 -0.32100 3.19401 -0.98
H -3.72680 3.60308 1.48483 0.49
H -3.76587 2.84963 0.27469 0.47
O -3.20064 3.15654 0.83551 -0.93
H -0.77175 -2.65714 -3.77789 0.49
H -0.92153 -3.29249 -2.46606 0.46
O -1.29594 -2.66759 -2.98220 -0.93
H 1.20102 -1.38172 -5.21028 0.50
H 1.90540 -1.28130 -3.83746 0.45
O 1.44633 -1.83690 -4.36261 -0.94
H -0.03135 3.45982 -0.66924 0.50
H 0.71844 3.51980 0.62859 0.49
O 0.48198 2.93768 -0.08688 -1.00
H 3.50271 0.53648 0.95068 0.50
H 2.52624 1.65984 0.79306 0.49
O 2.64028 0.76254 0.55341 -0.94
H 2.76234 2.60120 2.08465 0.49
H 2.18621 4.18603 1.89325 0.51
O 2.00140 3.27830 1.99764 -0.98
H -3.18318 -4.46100 -0.67941 0.52
H -1.64595 -4.99275 -0.97655 0.49
O -2.20512 -4.34685 -0.55043 -0.99
H 2.10371 -2.00474 1.42584 0.51
H 2.25027 -3.70910 1.23718 0.52
O 1.66178 -2.86912 1.24908 -1.02
```

No. 2
Here is an isolated molecule of C5H9NO at a distorted geometry from OMol25. Energies are from ωB97M-V/def2-TZVPD.

The lowest unoccupied orbital energy comes out at 1.0 eV. The SMILES is CC1(C)N2O[C@]21C. The calculation puts the HOMO-LUMO gap at 10.609 eV. As for the energy relative to the best compared isomer or geometry (same formula, charge and spin): 4.037 eV. Its spin multiplicity is 1. The calculation puts the total energy at -8865.176 eV. The charge is 0.

The geometry in XYZ format:
```
16
Properties=species:S:1:pos:R:3:nbo_charge:R:1
C -2.18447 0.21280 0.04936 -0.65
C 1.49941 -1.21126 0.12557 -0.63
C 0.94589 1.25512 0.45540 -0.63
C -0.88357 -0.30423 -0.43191 0.32
C 0.55654 -0.06895 -0.15629 0.08
N -0.05491 0.06444 -1.51513 -0.13
O -0.70251 -1.23938 -1.44519 -0.38
H -2.60030 -0.47390 0.78491 0.23
H -2.04332 1.18721 0.51034 0.23
H -2.87680 0.29935 -0.78609 0.24
H 1.56454 -1.37284 1.19995 0.21
H 1.14767 -2.12250 -0.35230 0.24
H 0.31662 2.05274 0.06840 0.22
H 0.84478 1.21093 1.53827 0.22
H 2.48987 -0.97380 -0.25729 0.21
H 1.98056 1.48428 0.21201 0.22
```

No. 3
Here is a cluster of 7 separate species, C25H60BBrIO21S6 in total from OMol25. Energies are from ωB97M-V/def2-TZVPD.

The lowest unoccupied orbital energy comes out at 0.9 eV. The calculation puts the HOMO-LUMO gap at 4.973 eV. Its spin multiplicity is 1. The calculation puts the total energy at -213726.827 eV. The charge is -1.

The geometry in XYZ format:
```
115
Properties=species:S:1:pos:R:3:lowdin_charge:R:1
O 8.24090 2.91698 0.98375 -0.02
C 9.13652 2.14231 1.15570 -0.77
Br 9.89348 2.04106 2.93485 0.75
C 9.74688 1.29786 0.07853 -0.11
C 9.94711 -0.21066 0.29513 -0.51
C 8.65261 -1.07582 0.21175 -0.11
C 7.33934 -0.45095 -0.30494 -0.30
C 6.14119 -0.69144 0.60355 -0.65
I 5.62055 -2.74844 0.78448 0.77
C 10.95983 -0.70127 -0.76320 -0.23
O 11.36899 -1.93453 -0.29996 -0.12
B 11.45876 -1.76952 1.20676 -0.55
O 10.62757 -0.51354 1.46744 -0.14
H 10.72422 1.73324 -0.14909 0.13
H 9.10465 1.46743 -0.78357 0.12
H 8.90059 -1.93286 -0.41405 0.12
H 8.48912 -1.48267 1.21080 0.11
H 7.39878 0.63279 -0.40340 0.08
H 7.08002 -0.87837 -1.27597 0.10
H 6.29455 -0.29984 1.60672 0.05
H 5.25310 -0.21430 0.19454 0.03
H 10.55660 -0.72077 -1.78594 0.13
H 11.81018 0.00854 -0.74290 0.12
H 10.95648 -2.76313 1.73779 0.05
H 12.61304 -1.56191 1.59032 0.05
O 1.33894 -3.37808 2.00031 -0.28
S 1.11147 -2.52404 0.87310 0.54
O 1.94714 -1.38512 0.65487 -0.29
O -0.41068 -2.06727 0.88828 -0.28
C -0.95483 -1.49434 2.09235 -0.26
C -0.49942 -0.07552 2.35479 -0.06
C 1.04091 -3.47660 -0.59933 -0.13
H -0.71914 -2.15147 2.93145 0.11
H -2.03266 -1.52864 1.93451 0.11
H 0.56786 -0.03186 2.56636 0.08
H -1.04124 0.31800 3.21525 0.08
H -0.69373 0.55703 1.48789 0.08
H 0.37874 -4.32203 -0.44327 0.07
H 2.06054 -3.80351 -0.79754 0.07
H 0.67874 -2.84444 -1.40440 0.07
O -2.05460 -3.53531 -1.16980 -0.27
S -3.40350 -3.11848 -0.93028 0.57
O -3.96582 -3.27393 0.38092 -0.28
O -4.34261 -3.81958 -1.99894 -0.27
C -4.27715 -5.25827 -2.11900 -0.25
C -4.96403 -5.97899 -0.97876 -0.07
C -3.63218 -1.46221 -1.46084 -0.11
H -3.23213 -5.55720 -2.21493 0.12
H -4.77739 -5.46028 -3.06364 0.11
H -4.44714 -5.82012 -0.03391 0.07
H -4.98024 -7.04911 -1.18829 0.08
H -5.98858 -5.62408 -0.86586 0.08
H -3.21939 -1.35118 -2.45933 0.08
H -3.09917 -0.82917 -0.75400 0.08
H -4.69324 -1.22821 -1.44805 0.07
O -6.49748 -3.79211 -4.46364 -0.26
S -6.84893 -2.46493 -4.86602 0.57
O -6.37743 -1.35200 -4.09443 -0.29
O -8.42174 -2.37069 -5.02021 -0.26
C -9.22794 -2.78996 -3.88646 -0.24
C -9.22218 -1.78704 -2.75373 -0.07
C -6.43174 -2.21330 -6.55396 -0.11
H -8.88666 -3.77314 -3.56076 0.11
H -10.22524 -2.90249 -4.30538 0.12
H -8.23842 -1.70356 -2.29509 0.07
H -9.93099 -2.10727 -1.98985 0.08
H -9.51181 -0.79943 -3.11299 0.09
H -6.80679 -3.04977 -7.13637 0.08
H -5.34559 -2.16867 -6.59973 0.08
H -6.86556 -1.27356 -6.88487 0.08
O -3.47974 -3.89258 6.40282 -0.28
S -3.69631 -2.93474 5.36017 0.57
O -2.91982 -1.73261 5.32917 -0.28
O -5.24372 -2.56022 5.33835 -0.27
C -5.83313 -2.11809 6.58278 -0.25
C -5.44601 -0.70226 6.95294 -0.07
C -3.62028 -3.71754 3.78801 -0.12
H -5.56981 -2.82818 7.36806 0.11
H -6.90450 -2.19442 6.40754 0.12
H -4.38419 -0.62363 7.17780 0.07
H -6.01028 -0.39449 7.83411 0.08
H -5.66670 -0.01811 6.13372 0.08
H -4.23092 -4.61529 3.81329 0.08
H -2.57476 -3.96870 3.61907 0.08
H -3.96741 -3.02655 3.02393 0.06
O -5.18826 1.59141 -1.50698 -0.28
S -5.45638 2.51227 -2.57266 0.57
O -4.61892 3.66048 -2.73254 -0.27
O -6.97541 2.97050 -2.46565 -0.27
C -7.42029 3.49054 -1.18899 -0.25
C -6.92488 4.89381 -0.91446 -0.07
C -5.58098 1.64548 -4.09047 -0.12
H -7.12141 2.79456 -0.40403 0.11
H -8.50586 3.46827 -1.26132 0.12
H -5.84389 4.92002 -0.79207 0.07
H -7.38561 5.26353 0.00212 0.08
H -7.18596 5.56042 -1.73623 0.08
H -6.22881 0.78550 -3.95267 0.04
H -4.57371 1.32345 -4.34712 0.08
H -5.96394 2.32460 -4.84827 0.08
O 5.79176 8.80158 1.14639 -0.28
S 7.03971 8.89790 0.44827 0.55
O 7.04342 8.83219 -0.98179 -0.28
O 8.05779 7.85795 1.05164 -0.27
C 7.65041 6.45768 1.14157 -0.23
C 7.66256 5.74117 -0.18539 -0.07
C 7.89219 10.35367 0.95225 -0.13
H 6.67299 6.41392 1.62195 0.12
H 8.37812 6.02188 1.82173 0.12
H 6.90555 6.13116 -0.86504 0.07
H 7.47721 4.68700 0.01042 0.05
H 8.63381 5.84366 -0.67030 0.09
H 7.90042 10.39835 2.03737 0.07
H 7.34326 11.19520 0.53558 0.07
H 8.90062 10.32098 0.54946 0.07
```

No. 4
Here is an isolated molecule of C4H6N2O3 at a distorted geometry from OMol25. Energies are from ωB97M-V/def2-TZVPD.

The lowest unoccupied orbital energy comes out at 0.8 eV. The SMILES is C[C@H]1O/C=N\O/C=N\O1. The calculation puts the HOMO-LUMO gap at 10.553 eV. As for the energy relative to the best compared isomer or geometry (same formula, charge and spin): 7.712 eV. Its spin multiplicity is 1. The calculation puts the total energy at -13361.267 eV. The charge is 0.

The geometry in XYZ format:
```
15
Properties=species:S:1:pos:R:3:nbo_charge:R:1
C 2.22402 -0.01139 -0.28207 -0.67
C 0.75002 -0.29332 0.42013 0.37
C -0.73256 1.50385 -0.06232 0.39
C -2.19474 -0.97994 0.19558 0.38
H 2.20698 0.13532 -1.59109 0.24
H 2.61678 0.89516 0.25251 0.22
H 2.98537 -0.88148 0.14679 0.24
H 0.95903 -0.84194 1.36620 0.18
H -0.10449 2.37652 -0.49702 0.18
H -3.17651 -1.57635 0.21277 0.20
N -1.89240 1.29037 -0.54728 -0.14
N -1.10574 -1.69981 -0.05436 -0.25
O -0.02011 0.83107 0.83597 -0.55
O -2.53050 0.20711 0.09921 -0.36
O 0.01483 -0.95518 -0.49501 -0.42
```